Record 1
ORCA calculation (ωB97M-V/def2-TZVPD) on a gas-phase ion, C4H12N4 (charge +2).

The geometry in XYZ format:
```
20
C4H12N4 | OMol25 | ωB97M-V/def2-TZVPD
N 0.537 -3.138 -0.918
N 0.985 0.040 1.292
H -1.477 1.534 -1.451
N -0.358 2.501 1.327
C 0.214 0.486 0.159
H -0.609 3.521 1.360
H 0.377 -0.339 1.983
H -1.899 2.950 -0.767
H -0.222 -3.747 -1.249
H 0.493 2.222 1.817
H 1.587 0.736 1.671
C -0.442 -0.800 -0.541
H 0.991 0.765 -0.531
C -0.562 1.801 0.202
H -0.857 -0.563 -1.532
C 0.638 -1.918 -0.495
N -1.193 2.221 -0.839
H 1.487 -1.471 0.128
H 1.524 -3.568 -0.803
H -1.197 -1.085 0.124
```

The structure (SMILES) is NC(=[NH2+])[C@@H](N)CC=[NH2+]. As for the gap between HOMO and LUMO: 10.32 eV. The calculation puts the HOMO energy at -0.6867 Ha. Its energy above the lowest of the compared OMol25 structures with the same formula, charge and spin is 17.9 kJ/mol. Its charge is +2.

=====

Record 2
ORCA calculation (ωB97M-V/def2-TZVPD) on 11 unconnected molecules or ions with the total composition C23H33F6N5O28.

The geometry in XYZ format:
```
95
C23H33F6N5O28 | OMol25 | ωB97M-V/def2-TZVPD
O -1.320 -10.821 23.278
H 0.396 -11.181 23.471
C 5.967 -6.016 20.912
C 5.428 -11.739 26.531
O 4.835 -10.816 25.768
O 6.483 -8.176 20.407
C 5.061 -10.478 22.467
H 3.283 -5.088 21.931
H 1.298 -5.826 25.799
C 1.029 -10.907 24.313
C -1.258 -9.860 22.574
H 4.520 -10.679 21.547
H 5.536 -2.931 18.990
H -2.614 -7.283 21.265
C -0.761 -8.398 20.999
O 1.314 -6.735 28.163
H 6.523 -5.247 20.379
C 1.906 -1.613 24.169
C 3.875 -2.630 24.782
C -1.825 -2.357 23.496
F 4.876 -8.525 25.806
H 0.868 -8.921 23.574
H 2.426 -5.109 23.475
O -0.290 -5.336 23.680
F 3.628 -3.228 19.328
C -1.107 -4.489 23.545
C 4.914 -1.923 20.813
O 5.949 -11.152 27.618
H 5.694 -5.686 21.914
C 4.698 -2.366 19.398
O -0.886 -3.268 22.993
O 6.621 -11.572 21.118
N 6.382 -11.098 22.217
C 5.425 -9.811 27.710
H 3.017 -5.317 25.931
O 4.666 -3.500 25.007
C -1.863 -7.808 21.848
F -1.374 -1.726 24.629
O 2.564 -2.806 24.591
F 2.053 -11.814 24.430
H 6.318 -9.185 27.703
O -1.970 -4.087 20.170
H 1.675 -5.839 22.004
C 2.592 -5.657 22.554
O -2.312 -9.036 22.444
C 2.079 -5.461 26.459
N 6.788 -7.231 21.086
H 2.922 0.260 24.891
C -2.984 -3.288 23.851
H -0.746 -1.842 20.876
H -2.133 -1.588 22.791
F 1.629 -1.862 22.843
H -3.690 -3.342 23.016
C -0.477 -2.352 19.949
H 1.740 -4.564 26.970
H 5.843 -1.418 21.078
O -2.367 -4.543 24.002
O 2.994 0.493 19.474
N -0.789 -3.789 20.182
O -0.242 -9.428 21.811
O 3.364 -7.045 27.594
H -3.533 -3.006 24.746
N 3.352 -6.861 22.931
H 4.819 -2.734 21.537
O 0.123 -4.520 20.450
O 0.389 -10.860 25.560
H -1.454 -7.087 22.561
F 0.210 -7.521 20.669
O 4.353 -1.150 18.789
H 4.891 -9.736 28.654
C 4.541 -9.654 26.481
C 3.645 -0.453 19.727
O 7.715 -7.167 21.839
H 4.632 -11.011 23.312
O 3.565 -7.699 22.067
C 0.816 -9.776 26.250
O 0.591 -9.607 27.404
H 5.062 -6.182 20.334
N 2.299 -6.477 27.514
O 3.818 -0.999 20.957
H 2.549 -9.489 23.637
H -1.114 -1.857 19.223
O 5.480 -12.890 26.244
H 0.593 -2.218 19.837
H 3.549 -9.473 26.895
H 0.956 -1.373 24.637
C 1.598 -9.485 24.160
O 7.186 -11.145 23.129
O 4.232 -1.350 24.615
C 3.048 -0.614 24.255
O 1.673 -9.066 25.515
O 3.831 -6.919 24.036
H -1.140 -8.840 20.074
H 3.306 -0.230 23.267
H 5.201 -9.419 22.649
```

The structure (SMILES) is O=C1OC[C@@H](F)O1.O=C1OC[C@@H](F)O1.O=C1OC[C@@H](F)O1.O=C1OC[C@@H](F)O1.O=C1OC[C@@H](F)O1.O=C1OC[C@@H](F)O1.C[N+](=O)[O-].C[N+](=O)[O-].C[N+](=O)[O-].C[N+](=O)[O-].C[N+](=O)[O-]. As for the gap between HOMO and LUMO: 9.07 eV. The calculation puts the HOMO energy at -0.3641 Ha. Its energy above the lowest of the compared OMol25 structures with the same formula, charge and spin is 0.0 kJ/mol.

=====

Record 3
ORCA calculation (ωB97M-V/def2-TZVPD) on a molecular structure, C16H26N6O6Ti.

The geometry in XYZ format:
```
55
C16H26N6O6Ti | OMol25 | ωB97M-V/def2-TZVPD
H 2.751 1.822 6.563
N 1.218 -0.291 1.982
H -2.504 2.570 2.874
H -1.221 3.822 2.758
H -0.263 4.956 0.605
H -0.767 -4.567 0.586
C 2.428 1.433 5.600
H 1.159 1.120 -3.656
C -1.904 3.180 2.187
H -0.002 -4.844 -0.986
C 1.554 0.495 3.104
H 1.579 -2.369 1.549
C 1.147 -2.399 -1.005
C -1.147 2.354 1.216
H 2.244 1.542 -1.248
O 2.493 -0.508 -1.270
C -1.368 0.215 -1.559
H 3.240 -0.561 5.911
N -0.698 -1.831 0.325
H -1.608 1.260 -1.820
C 2.082 -3.257 -1.756
C 1.692 -1.520 2.207
C 2.698 0.104 5.248
O 1.764 2.372 -0.981
H 1.703 -4.278 -1.812
H -2.589 3.825 1.624
H -1.629 -4.149 -0.907
H 1.768 -0.151 -4.166
O 0.388 -1.565 -3.683
N 1.432 -1.071 -0.851
H 2.198 -2.860 -2.766
N 0.642 1.937 -0.290
H -2.218 -0.549 1.668
C -0.037 2.855 0.422
H -0.795 -0.246 -2.386
C -0.645 -4.164 -0.425
H 1.106 4.300 1.515
H -2.264 -0.413 -1.431
H -0.447 -1.950 -4.128
H 0.807 2.462 2.736
H 1.526 3.301 4.991
C 1.740 2.277 4.705
Ti -0.053 0.093 -0.040
O -1.772 -2.084 1.014
C 2.239 -0.337 4.006
O 2.031 0.753 -3.873
C 0.536 4.213 0.576
O -2.236 0.416 1.998
N 2.320 -1.590 3.415
H 3.055 -3.283 -1.251
N -1.361 1.031 1.132
H 2.781 -2.419 3.800
C 1.322 1.814 3.457
H 1.218 4.474 -0.235
C -0.058 -2.810 -0.388
```

As for the gap between HOMO and LUMO (alpha / beta): 4.18 / 4.47 eV. The calculation puts the HOMO energy (alpha / beta) at -0.3663 / -0.3722 Ha. Its energy above the lowest of the compared OMol25 structures with the same formula, charge and spin is 350.9 kJ/mol. Its charge is +1. As for the spin multiplicity: 2.

=====

Record 4
ORCA calculation (ωB97M-V/def2-TZVPD) on 2 unconnected molecules or ions with the total composition C4H6N2OS2.

The geometry in XYZ format:
```
15
C4H6N2OS2 | OMol25 | ωB97M-V/def2-TZVPD
C -1.909 -0.539 1.412
H -3.050 -1.421 -0.290
N 0.490 2.587 -1.726
S 1.791 0.077 -0.215
C -2.209 -0.876 0.166
N 2.236 -1.383 -0.540
O 2.617 0.845 0.693
C 0.162 -0.272 0.392
C -0.570 -0.170 1.599
H 1.413 2.200 -2.028
H -0.185 2.255 -2.424
H 3.024 -1.779 -1.006
S -0.866 -0.766 -0.918
H -0.349 -0.126 2.645
H -2.597 -0.630 2.241
```

As for the gap between HOMO and LUMO (alpha / beta): 7.70 / 8.18 eV. The calculation puts the HOMO energy (alpha / beta) at -0.3448 / -0.3278 Ha. Its energy above the lowest of the compared OMol25 structures with the same formula, charge and spin is 510.3 kJ/mol.

=====

Record 5
ORCA calculation (ωB97M-V/def2-TZVPD) on C6H7Cl in the gas phase.

The geometry in XYZ format:
```
14
C6H7Cl | OMol25 | ωB97M-V/def2-TZVPD
H 1.794 2.232 -0.052
Cl 4.194 1.229 -0.064
H -2.421 -0.447 1.211
C 2.631 0.463 -0.051
C -1.868 -0.623 0.252
H -0.090 1.285 1.563
H 2.669 -0.578 0.066
C -2.421 -1.550 -0.560
H -2.061 -1.582 -1.548
C -0.623 -0.015 -0.195
C 1.507 1.188 0.087
H -0.180 -0.385 -1.099
H -3.352 -1.987 -0.189
C 0.222 0.769 0.579
```

The structure (SMILES) is C=C/C=C/C=C/Cl. As for the gap between HOMO and LUMO: 9.12 eV. The calculation puts the HOMO energy at -0.3150 Ha. Its energy above the lowest of the compared OMol25 structures with the same formula, charge and spin is 160.5 kJ/mol.

=====

Record 6
ORCA calculation (ωB97M-V/def2-TZVPD) on a molecular structure, C22H39NOPPtS3Sb.

The geometry in XYZ format:
```
69
C22H39NOPPtS3Sb | OMol25 | ωB97M-V/def2-TZVPD
C 1.528 -1.096 2.887
H 2.594 -2.970 1.757
C -1.666 0.381 0.926
C -1.200 -3.653 -1.853
H -0.528 5.194 -3.251
Sb 4.987 1.361 0.988
C -0.273 2.035 -1.133
H 0.175 -2.376 0.107
O 3.440 -1.174 0.066
H -2.370 -0.410 -1.693
C 3.345 -3.350 1.061
H 0.283 3.641 -3.364
C -0.384 4.239 -2.741
H -1.566 -1.239 -3.010
H 5.836 -1.657 -0.624
C -2.803 1.371 2.968
S 2.827 2.413 0.909
P -0.079 0.517 -0.043
H -3.385 2.261 3.218
H 2.829 -3.949 0.311
Pt 1.957 0.266 1.506
C -0.149 3.356 -0.378
H -3.467 -1.796 1.902
C -1.554 -0.784 1.904
H 0.915 -4.057 -1.635
N 1.296 -1.983 3.591
H -0.100 5.431 -0.960
H -2.229 3.455 -3.562
C -1.630 -1.176 -1.920
C -2.119 -2.519 -1.394
H -4.453 0.076 3.512
H -2.154 -2.479 -0.306
H -1.090 3.601 0.110
C -1.716 3.513 -2.598
H -0.973 2.073 2.058
C 0.270 -3.207 -1.873
H -1.383 1.394 -2.871
H -1.163 -1.677 1.420
H 6.042 -2.142 1.064
H 0.545 -2.857 -2.872
H -1.326 -4.506 -1.182
H 0.355 -0.398 -2.187
C 0.237 4.470 -1.357
H -2.435 2.390 1.107
C 5.504 -2.358 0.140
H -0.828 -0.508 2.673
H -4.302 0.397 1.787
C -1.931 1.654 1.736
H -3.136 -2.705 -1.749
C -3.734 0.195 2.699
H -2.352 4.091 -1.927
C -2.916 -1.090 2.531
H -2.497 0.194 0.239
H -2.178 1.134 3.828
C 0.499 -2.069 -0.888
C 4.032 -2.193 0.400
H 5.728 -3.380 -0.159
H 4.058 -3.977 1.588
H -1.490 -3.982 -2.855
H 0.617 3.272 0.393
H 1.559 -1.830 -0.816
H -2.400 1.800 -1.494
H 1.323 4.514 -1.450
C -0.240 -0.813 -1.362
H -2.756 -1.569 3.498
S 4.513 0.160 2.979
C -1.505 2.094 -2.044
H 0.629 1.952 -1.756
S 6.536 3.037 1.441
```

As for the gap between HOMO and LUMO (alpha / beta): 6.56 / 5.59 eV. The calculation puts the HOMO energy (alpha / beta) at -0.1568 / -0.1602 Ha. Its charge is -1. As for the spin multiplicity: 2.

=====

Number 1: electronic energy -377.99297 a.u., molar mass 116.2 g mol⁻¹. Number 2: electronic energy -3875.48179 a.u., molar mass 941.5 g mol⁻¹. Number 3: electronic energy -2254.22692 a.u., molar mass 446.3 g mol⁻¹. Number 4: electronic energy -1136.93713 a.u., molar mass 162.2 g mol⁻¹. Number 5: electronic energy -692.92306 a.u., molar mass 114.6 g mol⁻¹. Number 6: electronic energy -2887.28471 a.u., molar mass 777.6 g mol⁻¹.